one.
10
Properties=species:S:1:pos:R:3:mulliken_charge:R:1 method="wB97M-V/def2-TZVPD" homo_energy_ev=-11.53 e_lumo_ha=0.000
C 1.153 0.167 0.371 -0.833
C -0.101 -0.321 -0.432 0.156
F -0.253 -1.697 -0.256 -0.280
N -1.320 0.310 0.010 0.887
O -1.760 1.168 -0.692 -0.531
O -1.815 -0.041 1.054 -0.511
H 1.986 -0.100 -0.348 0.271
H 1.116 -0.479 1.387 0.276
H 0.944 1.293 0.564 0.289
H 0.050 -0.300 -1.656 0.276

***

two.
10
Properties=species:S:1:pos:R:3:mulliken_charge:R:1 method="wB97M-V/def2-TZVPD" homo_energy_ev=-10.05 e_lumo_ha=0.005
O -1.691 -0.424 -1.411 -0.579
C -0.720 0.060 -0.552 0.410
C -0.509 -0.656 0.866 -0.157
F 0.106 -1.752 0.043 -0.274
N 0.339 0.891 -0.878 -0.086
O 1.451 0.445 0.115 -0.482
H 0.250 -0.176 1.730 0.245
H -1.664 -0.902 1.163 0.291
H 0.745 1.214 -1.723 0.270
H 1.692 1.300 0.647 0.362

***

Least stable: two

***

one.
15
Properties=species:S:1:pos:R:3:mulliken_charge:R:1 method="wB97M-V/def2-TZVPD" homo_energy_ev="-7.88 / -7.88" e_lumo_ha="0.016 / 0.016"
C 0.974 -1.690 -0.112 -0.764
N 0.016 -0.541 0.008 0.299
N -1.316 -0.774 -0.061 -0.396
C -2.194 0.438 0.305 0.538
O -3.378 0.254 0.446 -0.652
C -1.354 1.505 0.217 -0.711
C 0.306 0.774 0.048 0.194
P 2.013 1.262 0.184 -0.149
H 0.498 -2.551 0.228 0.304
H 1.355 -1.955 -1.102 0.340
H 1.970 -1.337 0.245 0.267
H -1.718 -1.666 0.028 0.225
H -1.366 2.440 0.567 0.405
H 1.870 2.625 0.060 0.057
H 2.323 1.218 -1.061 0.043

***

two.
15
Properties=species:S:1:pos:R:3:mulliken_charge:R:1 method="wB97M-V/def2-TZVPD" homo_energy_ev="-8.98 / -8.46" e_lumo_ha="-0.057 / -0.067"
C -0.220 -1.090 -0.074 -0.648
C -1.050 -0.061 0.288 0.993
C 1.153 -0.883 -0.273 0.562
C -2.472 -0.220 -0.010 -1.201
N -0.599 1.109 0.661 -0.600
N 1.621 0.357 -0.180 -0.160
O 1.978 -1.767 -0.540 -0.628
P 2.954 1.020 0.290 -0.028
H -0.586 -2.109 -0.174 0.377
H -2.672 0.698 -0.679 0.318
H -3.013 -0.112 0.994 0.276
H -2.886 -1.086 -0.594 0.317
H -1.428 1.767 0.855 0.271
H 3.195 2.195 -0.420 0.066
H 4.024 0.181 -0.145 0.082

***

Least stable: one

***

one.
9
Properties=species:S:1:pos:R:3:mulliken_charge:R:1 method="wB97M-V/def2-TZVPD" homo_energy_ev=-9.45 e_lumo_ha=-0.009
C -0.115 0.074 1.020 -0.542
C 0.555 -0.538 0.037 -0.183
C -0.204 -1.594 -1.064 -0.463
Cl 0.562 -1.888 -2.725 -0.160
I -0.425 -3.423 0.220 0.096
H 0.417 0.563 1.807 0.265
H -1.247 0.153 1.207 0.208
H 1.582 -0.521 -0.035 0.348
H -1.118 -1.250 -1.360 0.431

***

two.
9
Properties=species:S:1:pos:R:3:mulliken_charge:R:1 method="wB97M-V/def2-TZVPD" homo_energy_ev=-9.12 e_lumo_ha=0.016
C 1.125 -0.475 -0.643 -0.181
C 0.128 -0.639 0.192 -0.099
C -1.016 0.989 0.331 -0.748
Cl 2.274 -1.683 -0.954 -0.179
I -0.259 -2.243 1.479 0.124
H 1.205 0.396 -1.419 0.239
H -0.367 1.572 -0.291 0.299
H -1.071 1.327 1.389 0.278
H -2.019 0.756 -0.084 0.266

***

Least stable: two

***

one.
65
Properties=species:S:1:pos:R:3:mulliken_charge:R:1 method="wB97M-V/def2-TZVPD" total_charge=+2 multiplicity=2 homo_energy_ev="-12.60 / -12.62" e_lumo_ha="-0.286 / -0.272" s_squared=1.218
Re -0.113 -0.068 0.448 1.475
O 3.242 1.664 2.005 -0.637
C 2.317 0.894 1.849 0.266
O 2.002 0.290 0.744 -0.787
C 1.325 0.654 2.960 0.680
C 1.677 0.624 4.291 -0.610
C 0.688 0.371 5.231 -0.352
C -0.619 0.186 4.796 -0.817
C -0.897 0.239 3.445 -0.167
N 0.063 0.464 2.534 -0.017
H 2.710 0.786 4.565 0.529
H 0.929 0.321 6.284 0.475
H -1.417 -0.004 5.498 0.461
H -1.904 0.106 3.074 0.546
C -4.800 -0.770 -0.599 -0.452
C -4.130 -1.583 0.309 -0.871
C -2.857 -1.251 0.733 -0.518
C -2.191 -0.119 0.216 0.663
C -2.918 0.715 -0.653 -0.124
C -4.195 0.394 -1.065 -0.790
H -5.796 -1.030 -0.932 0.426
H -4.603 -2.479 0.689 0.437
H -2.366 -1.892 1.455 0.437
H -2.472 1.631 -1.014 0.003
H -4.727 1.045 -1.747 0.446
C 1.529 4.197 -2.672 -0.742
N 2.263 3.947 -1.358 0.118
C 1.748 4.961 -0.329 -0.770
N 0.336 4.868 -0.198 0.170
C -0.330 5.074 -1.481 -0.907
N 0.127 4.099 -2.470 0.143
C -0.349 2.752 -2.193 -1.018
P 0.276 2.155 -0.531 1.847
C 2.073 2.545 -0.876 -1.490
C -0.117 3.664 0.486 -1.045
H 1.881 3.470 -3.403 0.396
H 1.794 5.200 -3.007 0.376
H 3.265 4.101 -1.493 0.360
H 2.030 5.951 -0.687 0.342
H 2.251 4.756 0.616 0.425
H -0.119 6.082 -1.841 0.309
H -1.406 4.975 -1.349 0.396
H -0.005 2.061 -2.966 0.450
H -1.437 2.754 -2.219 0.540
H 2.424 1.847 -1.637 0.354
H 2.686 2.401 0.013 0.753
H 0.374 3.578 1.458 0.539
H -1.192 3.720 0.666 0.318
O 0.175 -1.573 -1.074 -0.830
C 0.197 -2.474 -0.161 0.877
O -0.021 -2.056 1.041 -0.734
C 0.441 -3.876 -0.444 0.094
C 0.635 -4.752 0.625 -0.484
C 0.858 -6.104 0.416 -1.076
C 0.871 -6.532 -0.896 0.946
O 1.057 -7.773 -1.367 -0.454
C 0.952 -7.713 -2.791 -0.226
O 0.736 -6.347 -3.134 -0.476
C 0.674 -5.653 -1.973 0.758
C 0.459 -4.318 -1.780 -0.982
H 0.612 -4.359 1.632 0.505
H 1.013 -6.794 1.233 0.458
H 0.108 -8.321 -3.123 0.267
H 1.875 -8.074 -3.247 0.262
H 0.304 -3.632 -2.601 0.530

***

two.
65
Properties=species:S:1:pos:R:3:mulliken_charge:R:1 method="wB97M-V/def2-TZVPD" total_charge=+2 multiplicity=2 homo_energy_ev="-12.84 / -12.85" e_lumo_ha="-0.256 / -0.245" s_squared=0.756
Re 0.151 -0.512 -0.001 2.010
O -1.074 2.940 1.602 -0.558
C -0.981 2.008 0.869 0.146
O -0.619 0.770 1.265 -0.801
C -1.320 2.003 -0.589 0.650
C -1.847 3.113 -1.212 -0.755
C -2.230 3.004 -2.541 -0.372
C -2.103 1.774 -3.163 -1.102
C -1.557 0.708 -2.467 -0.372
N -1.136 0.816 -1.201 -0.071
H -1.953 4.027 -0.644 0.574
H -2.637 3.854 -3.071 0.474
H -2.421 1.628 -4.185 0.466
H -1.459 -0.263 -2.926 0.901
C 1.165 -3.890 -3.338 -0.535
C 0.900 -4.233 -2.019 -0.805
C 0.460 -3.264 -1.132 -0.966
C 0.280 -1.923 -1.521 0.819
C 0.598 -1.605 -2.852 -0.741
C 1.029 -2.571 -3.748 -0.775
H 1.506 -4.642 -4.036 0.434
H 1.056 -5.249 -1.681 0.474
H 0.322 -3.549 -0.092 0.682
H 0.572 -0.577 -3.190 0.656
H 1.280 -2.292 -4.763 0.462
C -3.431 -4.211 1.874 -0.698
N -3.810 -3.562 0.524 0.107
C -4.848 -2.459 0.811 -0.727
N -4.343 -1.532 1.755 0.171
C -3.984 -2.204 3.004 -0.847
N -2.968 -3.234 2.788 0.198
C -1.663 -2.670 2.429 -1.219
P -1.756 -1.724 0.851 2.121
C -2.600 -3.020 -0.178 -1.279
C -3.250 -0.709 1.233 -1.330
H -2.675 -4.966 1.662 0.379
H -4.343 -4.684 2.239 0.354
H -4.244 -4.271 -0.070 0.349
H -5.728 -2.972 1.199 0.358
H -5.079 -1.986 -0.143 0.379
H -4.877 -2.671 3.422 0.316
H -3.610 -1.470 3.714 0.381
H -0.921 -3.468 2.345 0.377
H -1.325 -2.002 3.223 0.410
H -1.925 -3.850 -0.380 0.614
H -2.911 -2.598 -1.135 0.403
H -3.575 -0.180 0.334 0.449
H -2.982 0.043 1.976 0.462
O 1.903 0.451 -0.401 -0.821
C 2.536 -0.274 0.469 0.934
O 1.739 -1.118 1.079 -0.746
C 3.928 -0.169 0.724 -0.041
C 4.471 -0.866 1.814 -0.537
C 5.815 -0.769 2.127 -1.024
C 6.580 0.031 1.298 0.967
O 7.886 0.277 1.390 -0.452
C 8.238 1.136 0.290 -0.226
O 7.028 1.425 -0.409 -0.469
C 6.043 0.726 0.202 0.675
C 4.722 0.658 -0.110 -0.932
H 3.817 -1.478 2.419 0.505
H 6.252 -1.284 2.969 0.459
H 8.927 0.604 -0.365 0.270
H 8.668 2.056 0.683 0.269
H 4.292 1.200 -0.939 0.545

***

Least stable: one

***

one.
20
Properties=species:S:1:pos:R:3:mulliken_charge:R:1 method="wB97M-V/def2-TZVPD" total_charge=+1 homo_energy_ev=-12.28 e_lumo_ha=-0.120
N 0.775 2.044 2.565 -0.574
C 1.102 1.064 1.547 -0.770
C -0.073 0.902 0.525 -0.204
N -1.361 1.178 1.293 -0.195
C -0.100 -0.501 -0.138 -0.594
C -0.065 -0.454 -1.651 -0.972
S -0.225 -2.204 -2.280 -0.180
H 1.002 1.682 3.468 0.216
H 1.245 2.926 2.445 0.226
H 1.332 0.073 1.931 0.476
H 1.961 1.330 0.922 0.336
H 0.067 1.634 -0.268 0.465
H -1.646 0.275 1.641 0.345
H -1.946 1.727 0.662 0.362
H -1.117 1.866 2.017 0.389
H -0.902 -1.122 0.267 0.451
H 0.837 -0.978 0.154 0.286
H 0.897 -0.086 -2.004 0.413
H -0.837 0.090 -2.190 0.376
H 1.075 -2.464 -2.338 0.146

***

two.
20
Properties=species:S:1:pos:R:3:mulliken_charge:R:1 method="wB97M-V/def2-TZVPD" total_charge=+1 homo_energy_ev=-12.19 e_lumo_ha=-0.124
N 2.394 -0.825 0.083 -0.366
C 2.184 0.639 0.398 -0.566
C 0.719 1.003 -0.041 -0.464
N -0.052 -0.045 -0.735 -0.371
C -1.064 -0.753 0.133 -0.349
C -2.520 -0.450 -0.358 -1.007
S -3.161 1.255 -0.071 -0.187
H 2.078 -1.576 0.642 0.325
H 3.225 -0.953 -0.507 0.384
H 1.608 -1.017 -0.702 0.383
H 2.384 0.938 1.440 0.373
H 2.749 1.210 -0.303 0.325
H 0.408 1.308 1.032 0.244
H 0.792 2.066 -0.379 0.416
H -0.335 0.244 -1.663 0.226
H -0.822 -0.278 1.283 0.283
H -0.928 -1.844 0.082 0.308
H -2.541 -0.728 -1.377 0.407
H -3.120 -1.135 0.119 0.485
H -3.997 0.941 0.924 0.150

***

three.
20
Properties=species:S:1:pos:R:3:mulliken_charge:R:1 method="wB97M-V/def2-TZVPD" total_charge=+1 homo_energy_ev=-12.51 e_lumo_ha=-0.123
C -1.586 -0.279 -1.438 -0.916
C -1.607 1.122 -1.537 -0.055
N -0.889 2.006 -2.417 -0.379
H -0.849 -0.930 -1.893 0.390
H -2.414 -0.780 -0.963 0.274
H -2.340 1.623 -0.873 0.296
H -0.246 1.593 -3.090 0.240
H -0.890 2.995 -2.237 0.228
C 1.022 -0.019 1.491 -0.453
C 1.102 -1.552 1.593 -0.753
S 0.551 -2.018 3.299 -0.156
N 1.080 0.407 0.045 -0.132
H 1.857 0.459 2.043 0.413
H 0.081 0.366 1.835 0.340
H 2.139 -1.905 1.422 0.358
H 0.415 -2.021 0.842 0.371
H -0.609 -2.557 2.857 0.168
H 1.392 1.385 -0.179 0.396
H 0.104 0.301 -0.335 -0.008
H 1.688 -0.197 -0.466 0.378

***

Least stable: two

***

one.
8
Properties=species:S:1:pos:R:3:mulliken_charge:R:1 method="wB97M-V/def2-TZVPD" homo_energy_ev="-10.95 / -9.03" e_lumo_ha="-0.016 / -0.097"
C -0.484 -1.769 -1.944 -0.197
C -0.379 -0.670 -1.509 -0.184
C 0.600 0.980 0.935 0.445
O -0.662 1.454 0.841 -0.343
F 0.793 -0.007 1.735 -0.167
F 1.502 1.992 1.117 -0.194
H -0.199 -2.730 -2.494 0.283
H -1.170 0.751 1.320 0.359

***

two.
8
Properties=species:S:1:pos:R:3:mulliken_charge:R:1 method="wB97M-V/def2-TZVPD" homo_energy_ev=-10.15 e_lumo_ha=-0.012
C 1.961 -0.061 -0.490 0.039
C 0.922 0.232 0.072 -0.489
C -0.360 0.101 0.588 0.780
O -1.513 0.089 -0.976 -0.645
F -0.614 -1.132 0.922 -0.162
F -0.990 0.925 1.307 -0.174
H 2.969 -0.298 -0.793 0.398
H -2.375 0.143 -0.629 0.252

***

Least stable: one